Molecular formula: C26H30F9N4O12S
Method: DFT, ωB97M-V/def2-TZVPD

Calculated total energy (hartree): -3427.3367

```
! wB97M-V def2-TZVPD RIJCOSX def2/J DEFGRID3
* xyz 1 1
N 6.85065 -0.29765 0.70747
C 6.95349 1.10326 1.06805
N 8.35935 1.43991 1.00864
N 6.52498 1.36318 2.43959
C 6.08314 1.81803 -0.02525
N 5.56998 3.15830 0.40847
C 4.08183 3.41660 0.22725
C 3.34570 3.43440 1.56220
C 1.84936 3.74022 1.35238
C 0.95080 2.51226 1.57814
C -0.48531 2.93602 1.84605
F -0.55537 3.41802 3.12642
F -0.87308 3.94763 1.03037
C -1.52521 1.76569 1.79594
F -2.58932 2.10658 2.50611
F -0.94096 0.71313 2.38776
S -2.16591 1.23905 0.06882
F -3.43946 0.58994 0.73281
F -2.88949 2.64722 -0.03719
F -0.86103 1.87391 -0.62570
F -1.39086 -0.15168 0.13899
F -2.70485 0.86409 -1.35958
H 7.37659 -0.82847 1.39824
H 5.89030 -0.61945 0.78183
H 8.76904 1.06134 0.16348
H 8.55706 2.43183 1.06242
H 5.52842 1.24795 2.58432
H 6.85036 2.23007 2.85295
H 5.23647 1.19752 -0.31567
H 6.69882 1.96691 -0.91383
H 5.78761 3.29073 1.40047
H 6.06809 3.88567 -0.10147
H 3.97208 4.37724 -0.27944
H 3.68896 2.63445 -0.42283
H 3.79469 4.19730 2.20790
H 3.46188 2.46041 2.04738
H 1.67754 4.14171 0.34884
H 1.54850 4.53182 2.04527
H 1.28598 1.96579 2.46028
H 0.97746 1.85770 0.70893
C -6.01445 7.23997 -2.76388
C -4.71488 7.08989 -2.47624
C -4.14980 5.79373 -1.94545
O -2.94869 5.76653 -1.73148
C -5.04716 4.68268 -1.72607
C -6.35001 4.82930 -2.01018
C -6.91368 6.12179 -2.55668
O -8.10620 6.13953 -2.79030
O -7.25286 3.87865 -1.84613
O -3.80761 8.04470 -2.62861
H -6.42583 8.16309 -3.14650
H -4.63590 3.76250 -1.33932
H -8.10684 4.25637 -2.13600
H -2.95715 7.65425 -2.35085
C -2.49870 -5.09994 2.16947
C -2.58895 -3.86580 1.66047
C -3.53004 -3.52246 0.52986
O -3.51896 -2.35938 0.15966
C -4.35363 -4.56455 -0.02956
C -4.25782 -5.80510 0.46938
C -3.32918 -6.14795 1.60810
O -3.32554 -7.30401 1.98746
O -4.95254 -6.83481 0.01593
O -1.87312 -2.82916 2.08135
H -1.83081 -5.35369 2.98063
H -5.01255 -4.31460 -0.84886
H -4.70366 -7.60083 0.56858
H -2.16526 -2.07451 1.53156
C 1.08537 -7.09866 -3.03655
C -0.05085 -6.48145 -2.68489
C -0.62174 -6.58240 -1.29085
O -1.64865 -5.95928 -1.07620
C 0.06360 -7.38913 -0.30787
C 1.19832 -8.01263 -0.66006
C 1.78595 -7.89446 -2.04889
O 2.83088 -8.48322 -2.24930
O 1.90721 -8.77213 0.15659
O -0.76899 -5.72948 -3.50532
H 1.50376 -7.03142 -4.03065
H -0.36487 -7.46930 0.68194
H 2.67093 -9.09561 -0.36070
H -1.53738 -5.41564 -2.99040
*
```

Löwdin charges in e: 0.093, -0.683, 0.092, 0.097, -0.054, 0.056, -0.115, -0.168, -0.154, -0.080, -0.454, 0.118, 0.117, -0.437, 0.152, 0.127, 0.788, -0.108, -0.129, -0.152, -0.139, -0.093, 0.103, 0.085, 0.094, 0.082, 0.079, 0.083, 0.123, 0.138, 0.140, 0.179, 0.140, 0.134, 0.127, 0.108, 0.125, 0.129, 0.134, 0.124, 0.077, -0.235, -0.311, 0.092, 0.072, -0.229, -0.310, 0.114, 0.126, 0.115, 0.137, 0.116, 0.123, 0.115, 0.070, -0.231, -0.307, 0.086, 0.065, -0.250, -0.327, 0.105, 0.127, 0.106, 0.136, 0.138, 0.123, 0.089, 0.075, -0.232, -0.292, 0.107, 0.081, -0.231, -0.312, 0.111, 0.126, 0.121, 0.137, 0.134, 0.122, 0.119

Molecular formula: C4H9NO2S
Method: DFT, ωB97M-V/def2-TZVPD

Energy relative to the best compared isomer or geometry (same formula, charge and spin) (kJ/mol): 401.6
Calculated total energy (hartree): -761.1105

```
! wB97M-V def2-TZVPD RIJCOSX def2/J DEFGRID3
* xyz 0 1
C -0.81318 -0.98188 2.79604
C 0.10718 0.05398 -0.30113
C 0.07120 -1.61150 1.90245
C 0.79101 1.55521 -2.13039
N -0.17326 1.13685 -1.17836
O 1.34907 1.32029 1.78938
O 1.32668 -1.31265 1.56744
S 1.68127 0.26714 0.88967
H -1.77418 -1.35504 2.87918
H -0.58159 -0.10203 3.37290
H 0.45869 -0.81006 -0.75871
H -0.82965 -0.06074 0.38448
H -0.16275 -2.52269 1.29661
H 1.47875 2.14976 -1.64234
H 1.38629 0.71844 -2.44214
H 0.42303 2.11754 -2.87776
H -0.65533 1.83716 -0.60386
*
```

Löwdin charges in e: 0.043, -0.302, -0.332, -0.111, -0.153, -0.474, -0.358, 0.976, 0.019, 0.053, 0.057, 0.127, 0.128, 0.057, 0.094, 0.049, 0.127

Molecular formula: C17H21N3OS
Method: DFT, ωB97M-V/def2-TZVPD

Energy relative to the best compared isomer or geometry (same formula, charge and spin) (kJ/mol): 477.5
SMILES: CS[C@@H]1CN[C@H](C(=O)N[C@]2(C#N)C[C@@H]2Cc2ccccc2)C1
Calculated total energy (hartree): -1297.9609

```
! wB97M-V def2-TZVPD RIJCOSX def2/J DEFGRID3
* xyz 0 1
C 0.44071 -3.72302 3.40626
S -0.12879 -2.66896 1.90325
C 1.51223 -2.73562 1.00594
C 2.73825 -2.26960 1.80573
N 3.44743 -1.30308 1.01714
C 2.42908 -0.66907 0.05010
C 1.93097 0.66177 0.55532
O 2.38991 1.28092 1.48685
N 0.96975 1.21735 -0.20984
C 0.41341 2.57326 0.16484
C 1.28919 3.61824 -0.39363
N 1.90846 4.55478 -0.76052
C -0.21771 2.79268 1.50548
C -1.08324 2.82848 0.22136
C -2.16450 1.78534 -0.08038
C -2.35415 1.24818 -1.47313
C -2.20454 1.96624 -2.59788
C -2.29695 1.33824 -3.81029
C -2.69375 0.05929 -3.87686
C -2.90689 -0.78002 -2.76565
C -2.76667 -0.13035 -1.54612
C 1.46119 -1.74719 -0.18159
H -0.38697 -4.33044 3.78871
H 1.19852 -4.40609 3.29105
H 0.82677 -3.10240 4.26251
H 1.71736 -3.73996 0.46153
H 2.26858 -1.92816 2.82709
H 3.51217 -3.11616 1.87949
H 3.94910 -0.57965 1.51596
H 2.84299 -0.36632 -0.88959
H 0.58858 0.57806 -0.91050
H -0.21874 1.92038 2.10685
H -0.46146 3.69441 2.05143
H -1.36594 3.89775 0.00849
H -1.82775 0.98593 0.49092
H -3.14472 2.07760 0.39081
H -2.16549 3.09367 -2.56878
H -2.16798 1.81486 -4.79521
H -2.93170 -0.39639 -4.84860
H -3.34705 -1.68481 -2.67038
H -3.03767 -0.57379 -0.57597
H 1.67273 -2.27866 -1.06313
H 0.36529 -1.45769 -0.17908
*
```

Löwdin charges in e: -0.356, 0.813, -0.569, -0.261, 0.005, -0.226, -0.464, 0.092, 0.157, -0.339, -0.123, 0.150, -0.006, -0.175, -0.118, -0.239, -0.062, -0.111, -0.110, -0.051, -0.028, -0.202, 0.025, -0.004, 0.047, 0.136, 0.124, 0.133, 0.107, 0.146, 0.145, 0.104, 0.122, 0.158, 0.076, 0.148, 0.145, 0.120, 0.110, 0.067, 0.118, 0.101, 0.092

Molecular formula: C5H33N2O10
Method: DFT, ωB97M-V/def2-TZVPD

Energy relative to the best compared isomer or geometry (same formula, charge and spin) (kJ/mol): 372.7
Calculated total energy (hartree): -1071.9327

```
! wB97M-V def2-TZVPD RIJCOSX def2/J DEFGRID3
* xyz 1 1
C -2.22286 -0.47293 1.42568
C -0.77448 0.15630 1.38271
C -0.36985 0.74181 0.04513
C 1.00050 1.34740 0.01291
C 1.94272 0.68294 -0.66750
N 1.19615 2.62946 0.52807
N 0.20885 -1.00339 1.88985
H -2.54347 -0.83214 0.35908
H -2.28565 -1.30501 2.17077
H -2.92696 0.33745 1.73226
H -0.71755 0.90686 2.13408
H -1.02855 1.52156 -0.41879
H -0.43399 -0.13308 -0.57074
H 1.79702 -0.40079 -1.03796
H 2.82225 1.04565 -0.95603
H 0.37733 3.17341 0.62295
H 1.97856 3.19518 0.18779
H -0.07482 -1.57120 2.81123
H 1.14710 -0.65554 2.26587
H 0.48655 -1.75363 1.13014
H 3.18423 -0.89781 2.41517
H 3.67005 -2.26966 2.01501
O 2.99614 -1.64728 1.81694
H 2.16631 1.15362 1.85485
H 3.30122 1.19680 3.08529
O 2.48522 0.77523 2.73331
H 0.30121 1.33777 -4.47320
H 0.31452 0.32571 -3.28334
O -0.11541 1.01711 -3.82317
H 1.03139 -2.00451 -2.12122
H -0.06525 -1.90277 -3.41060
O 0.18591 -1.53785 -2.56803
H -1.02491 -1.95963 -1.42519
H -2.06343 -3.15981 -1.21128
O -1.46959 -2.48559 -0.72172
H 1.44799 -3.56323 -0.94749
H 2.39043 -2.33740 -0.76209
O 1.90911 -2.90697 -1.46156
H -0.20503 -3.78042 0.53916
H 1.00278 -3.89874 1.48857
O 0.59017 -3.34548 0.82942
H -2.95120 2.01905 -1.17497
H -3.82417 2.94418 -0.62498
O -3.13930 2.43192 -0.34104
H -2.18537 2.88491 -2.97979
H -1.81558 1.53533 -3.55033
O -2.25854 1.96947 -2.76743
H -1.79308 4.27549 2.14811
H -2.16041 2.85928 1.54549
O -1.48423 3.36097 2.12861
*
```

Löwdin charges in e: -0.041, -0.268, -0.110, -0.418, 0.058, 0.121, 0.156, 0.099, 0.081, 0.080, 0.109, 0.131, 0.082, 0.072, 0.021, 0.061, 0.124, 0.211, 0.092, 0.106, 0.022, 0.037, -0.058, 0.047, 0.095, -0.093, -0.062, 0.045, 0.034, 0.014, 0.063, -0.129, -0.004, 0.115, -0.113, 0.043, 0.106, -0.021, 0.062, 0.090, -0.052, -0.019, 0.003, -0.021, 0.042, 0.057, -0.071, 0.045, 0.050, -0.092

F_max
In order: 0.01291; 0.09476; 0.09615; 0.19944
Unit: hartree/bohr
Gap between HOMO and LUMO
In order: 7.52; 9.07; 9.49; 8.63
Unit: eV
LUMO level
In order: -3.3; 0.8; 0.6; -2.6
Unit: eV